{
  "formula": "C9H21NSi",
  "method": "the ωB97M-V functional and the def2-TZVPD basis",
  "multiplicity": 1,
  "lumo_energy_ev": [0.494, 0.325],
  "energy_ha": -699.53339,
  "gap_ha": [0.3182, 0.2379],
  "e_homo_ev": [-8.17, -6.15],
  "species": ["C", "C", "C", "C", "C", "C", "C", "C", "C", "N", "Si", "H", "H", "H", "H", "H", "H", "H", "H", "H", "H", "H", "H", "H", "H", "H", "H", "H", "H", "H", "H", "H"],
  "positions_angstrom": [[-2.873054, 0.626827, -0.210751], [-2.270325, 0.345006, -1.333410], [-4.435018, 0.782016, -0.159795], [-0.619555, -2.635649, -0.222747], [3.117620, 1.743665, 0.552156], [0.721974, 2.473136, 0.201446], [0.548977, -2.593552, 0.806599], [0.855462, -1.129811, 1.116201], [1.860033, 1.622147, -0.356567], [2.296725, -1.056401, -1.557878], [1.225581, -0.169257, -0.544887], [-2.225772, 0.583379, 0.734661], [-2.663484, 0.141776, -2.260741], [-4.783015, -0.034304, 0.438054], [-4.921637, 0.829681, -1.247917], [-4.578585, 1.552018, 0.481114], [-0.588724, -3.693806, -0.539703], [-1.441486, -2.393608, 0.458293], [-0.655215, -1.962325, -1.076488], [3.543254, 2.817875, 0.524964], [2.838270, 1.302026, 1.441126], [3.968217, 1.067037, -0.006073], [0.211077, 1.981819, 0.908323], [0.019030, 2.719381, -0.720345], [1.175080, 3.438307, 0.686468], [0.528293, -3.002695, 1.791067], [1.445766, -3.130575, 0.175292], [1.709398, -1.093690, 1.791294], [0.007789, -0.740738, 1.462893], [1.996286, 2.130806, -1.403442], [2.830656, -0.826210, -2.400249], [2.349229, -2.059866, -1.406112]],
  "forces_ev_per_angstrom": [[-0.07, -0.62, 0.50], [1.58, 0.21, 1.99], [1.83, -2.06, -2.84], [-0.06, -1.98, 2.49], [2.44, 0.03, -5.19], [1.36, 3.62, -3.49], [3.02, 0.72, -3.99], [4.25, -1.20, -3.17], [0.16, 1.30, -1.43], [0.48, -0.85, -0.10], [-0.28, 0.68, -0.15], [-1.41, 0.49, -1.08], [-0.65, -0.22, -2.22], [-0.58, -1.00, -0.16], [1.06, 0.06, 2.71], [-1.09, 3.14, 1.26], [-0.96, 0.50, -0.17], [-0.79, -0.32, -0.84], [0.62, 0.11, 0.28], [-0.88, -1.71, 0.65], [0.07, -0.41, 2.41], [-1.80, 1.51, 1.73], [-2.24, -1.66, 2.78], [1.12, -0.22, 2.29], [-1.05, -1.48, -1.04], [-0.98, -1.39, 0.22], [-1.53, 1.26, 2.03], [-0.13, 0.46, 0.30], [-3.30, 1.93, 1.97], [0.44, -1.40, 1.62], [-0.63, 0.30, 0.70], [-0.04, 0.25, -0.07]],
  "lowdin_charge": [-0.28, 0.03, -0.10, -0.14, -0.14, -0.18, -0.32, -0.28, -0.55, -0.08, 0.72, 0.10, -0.01, 0.05, 0.13, 0.01, 0.07, 0.07, 0.02, 0.10, 0.02, 0.11, -0.01, 0.11, 0.11, 0.09, 0.13, 0.08, 0.00, 0.12, 0.05, 0.01]
}